# 1
{"formula": "C41H43FeN4OP2S3Se2Te2", "method": "the ωB97M-V functional and the def2-TZVPD basis", "relative_energy_ev": 0.5621, "total_energy_ev": -281972.5212, "homo_lumo_gap_ev": [5.526, 5.655], "s_squared": 6.08, "multiplicity": 5, "homo_ev": [-3.392, -3.495], "total_charge": -1, "species": ["Fe", "C", "N", "C", "P", "C", "C", "C", "C", "C", "C", "C", "C", "C", "C", "C", "C", "C", "C", "C", "C", "C", "C", "P", "C", "C", "C", "C", "C", "C", "C", "C", "C", "C", "C", "C", "H", "H", "H", "H", "H", "H", "H", "H", "H", "H", "H", "H", "H", "H", "H", "H", "H", "H", "H", "H", "H", "H", "H", "H", "H", "H", "H", "H", "H", "Se", "Te", "Te", "Se", "C", "O", "H", "H", "H", "H", "S", "C", "N", "C", "C", "S", "H", "H", "H", "H", "H", "C", "C", "C", "C", "N", "C", "S", "N", "H", "H", "H", "H", "H"], "xyz": [[-1.312, -0.055, 0.232], [1.853, -0.668, -0.382], [2.503, 0.062, 0.659], [1.608, 0.760, 1.524], [0.161, -0.313, 2.060], [1.102, -1.794, 2.532], [2.237, -1.670, 3.329], [2.968, -2.790, 3.667], [2.585, -4.042, 3.212], [1.459, -4.172, 2.419], [0.722, -3.051, 2.083], [-0.039, 0.463, 3.707], [-0.130, 1.848, 3.851], [-0.366, 2.416, 5.091], [-0.477, 1.610, 6.211], [-0.364, 0.234, 6.082], [-0.155, -0.338, 4.843], [3.874, 0.129, 0.760], [4.512, 1.174, 1.438], [5.889, 1.220, 1.522], [6.672, 0.247, 0.924], [6.053, -0.791, 0.251], [4.677, -0.860, 0.178], [0.424, 0.258, -1.112], [0.385, -0.555, -2.727], [0.450, -1.942, -2.824], [0.296, -2.553, -4.055], [0.075, -1.792, -5.189], [-0.005, -0.411, -5.093], [0.137, 0.207, -3.869], [1.233, 1.827, -1.581], [0.706, 3.073, -1.263], [1.378, 4.229, -1.619], [2.585, 4.146, -2.290], [3.117, 2.906, -2.610], [2.445, 1.752, -2.268], [1.414, -1.615, 0.004], [2.553, -0.919, -1.186], [1.183, 1.659, 1.015], [2.126, 1.114, 2.421], [2.537, -0.701, 3.701], [3.843, -2.686, 4.293], [3.160, -4.917, 3.481], [1.149, -5.144, 2.061], [-0.146, -3.156, 1.447], [-0.045, 2.517, 2.997], [-0.478, 3.488, 5.161], [-0.665, 2.049, 7.180], [-0.456, -0.404, 6.951], [-0.085, -1.414, 4.751], [3.932, 1.965, 1.890], [6.353, 2.040, 2.053], [7.749, 0.295, 0.988], [6.642, -1.568, -0.216], [4.227, -1.703, -0.324], [0.606, -2.554, -1.942], [0.331, -3.632, -4.122], [-0.040, -2.274, -6.149], [-0.194, 0.190, -5.972], [0.035, 1.282, -3.784], [-0.236, 3.177, -0.723], [0.950, 5.187, -1.367], [3.111, 5.048, -2.569], [4.058, 2.836, -3.139], [2.853, 0.787, -2.546], [-1.811, 1.879, 0.979], [-2.699, 4.049, 1.879], [-5.433, 1.359, 1.705], [-3.295, 0.238, 1.001], [-2.914, -1.218, 3.969], [-1.973, -1.467, 2.939], [-2.658, -1.773, 4.877], [-3.926, -1.477, 3.640], [-2.885, -0.143, 4.168], [-2.067, -2.377, 2.618], [-2.391, 0.422, -2.086], [-2.920, 1.988, -2.281], [-3.966, 2.535, -1.663], [-4.105, 3.967, -1.739], [-3.428, 4.391, -3.036], [-2.133, 3.139, -3.355], [-4.404, 2.057, -0.875], [-3.630, 4.434, -0.857], [-5.166, 4.222, -1.724], [-2.951, 5.364, -2.960], [-4.103, 4.368, -3.893], [-5.165, -1.825, -3.728], [-4.016, -2.586, -3.156], [-3.492, -3.724, -3.768], [-2.420, -4.338, -3.144], [-1.877, -3.875, -2.037], [-2.442, -2.777, -1.548], [-1.758, -2.183, -0.102], [-3.494, -2.135, -2.030], [-5.735, -2.455, -4.407], [-4.788, -0.965, -4.282], [-5.803, -1.449, -2.932], [-3.915, -4.117, -4.680], [-1.962, -5.238, -3.542]], "mulliken_charge": [0.6906, -3.1793, 1.9899, -3.0721, 2.1278, 0.6648, -0.3499, -0.8683, -0.6222, -0.9643, -0.2237, 0.9210, -0.5438, -0.9513, -0.7000, -0.7254, -0.7991, 0.6876, -0.4502, -0.7689, -0.5861, -0.8175, -0.2603, 2.5408, 0.9060, -0.7375, -0.4531, -0.8933, -0.9299, -0.2854, 0.5857, 0.2058, -1.1343, -0.6432, -0.8606, -0.9390, 0.2979, 1.2155, 0.1649, 1.2889, 0.4194, 0.4316, 0.3978, 0.4648, 0.2468, 0.3555, 0.4599, 0.3865, 0.3962, 0.5790, 0.4444, 0.4070, 0.3890, 0.3964, 0.4441, 0.0144, 0.4586, 0.3830, 0.4341, 0.4640, 0.1931, 0.5406, 0.3947, 0.4410, 0.3178, -0.6061, -0.3724, -0.4319, -0.5079, -1.0482, 0.2749, 0.2874, 0.3874, 0.2255, 0.1081, 0.1300, 0.0459, -0.0709, -0.3530, -0.5044, -0.1404, 0.0731, -0.0963, 0.4173, 0.4278, 0.3328, -1.3723, 0.9494, -0.8378, -0.4345, -0.4180, 0.0158, -0.4342, -0.2802, 0.4623, 0.2101, 0.3068, 0.3774, 0.4887]}



# 2
{"formula": "C41H43N5O3SiV", "method": "the ωB97M-V functional and the def2-TZVPD basis", "total_energy_ev": -90379.1452, "homo_lumo_gap_ev": [7.656, 7.706], "s_squared": 2.01, "multiplicity": 3, "homo_ev": [-5.245, -5.295], "total_charge": -1, "species": ["V", "C", "C", "C", "C", "C", "C", "C", "C", "C", "C", "N", "C", "C", "C", "C", "C", "N", "H", "H", "H", "H", "H", "H", "H", "H", "H", "H", "H", "H", "H", "H", "H", "H", "H", "C", "C", "C", "C", "O", "H", "H", "H", "H", "H", "H", "H", "H", "H", "O", "Si", "C", "C", "C", "C", "C", "C", "C", "C", "C", "C", "C", "C", "C", "C", "C", "C", "C", "C", "H", "H", "H", "H", "H", "H", "H", "H", "H", "H", "H", "H", "H", "H", "H", "N", "C", "O", "C", "C", "N", "C", "N", "H", "H"], "xyz": [[-0.543, 1.512, 0.622], [3.950, -0.885, 2.757], [3.184, -1.061, 1.442], [2.159, -2.166, 1.463], [2.516, -3.432, 1.025], [1.590, -4.456, 0.929], [0.271, -4.210, 1.259], [-0.124, -2.965, 1.719], [-1.546, -2.739, 2.150], [-1.742, -3.205, 3.595], [0.817, -1.929, 1.837], [0.421, -0.657, 2.174], [0.872, 0.008, 3.172], [0.921, 1.421, 3.161], [1.453, 2.293, 4.122], [1.584, 3.528, 3.503], [1.121, 3.362, 2.198], [0.711, 2.107, 1.982], [4.740, -0.150, 2.623], [4.404, -1.826, 3.065], [3.304, -0.531, 3.555], [3.904, -1.290, 0.652], [2.691, -0.121, 1.176], [3.541, -3.615, 0.734], [1.892, -5.437, 0.590], [-0.469, -4.992, 1.151], [-2.226, -3.298, 1.500], [-1.781, -1.674, 2.061], [-1.614, -4.285, 3.660], [-2.740, -2.950, 3.949], [-1.009, -2.736, 4.247], [1.307, -0.504, 4.042], [1.714, 2.044, 5.135], [1.961, 4.438, 3.934], [1.069, 4.105, 1.414], [-3.181, 1.008, -2.014], [-3.236, 1.086, -0.476], [-4.060, 2.323, -0.067], [-3.856, -0.188, 0.125], [-1.957, 1.192, -0.013], [-4.180, 0.903, -2.429], [-2.574, 0.159, -2.317], [-2.718, 1.919, -2.398], [-5.005, 2.340, -0.605], [-3.503, 3.228, -0.304], [-4.267, 2.311, 1.001], [-4.794, -0.430, -0.367], [-4.027, -0.046, 1.192], [-3.154, -1.006, -0.013], [0.751, 0.399, -0.296], [0.959, -0.125, -1.762], [-0.508, -1.154, -2.427], [-1.164, -2.001, -1.538], [-2.176, -2.848, -1.955], [-2.563, -2.856, -3.285], [-1.933, -2.010, -4.183], [-0.910, -1.178, -3.757], [1.195, 1.387, -2.905], [0.726, 2.622, -2.466], [0.900, 3.767, -3.225], [1.548, 3.694, -4.448], [2.012, 2.472, -4.905], [1.839, 1.333, -4.136], [2.399, -1.359, -2.021], [3.727, -0.955, -2.107], [4.750, -1.868, -2.297], [4.464, -3.217, -2.428], [3.146, -3.638, -2.369], [2.132, -2.718, -2.165], [-0.862, -1.986, -0.501], [-2.665, -3.506, -1.247], [-3.357, -3.511, -3.617], [-2.236, -2.003, -5.221], [-0.420, -0.533, -4.474], [0.217, 2.686, -1.496], [0.534, 4.721, -2.867], [1.704, 4.590, -5.035], [2.517, 2.419, -5.860], [2.215, 0.382, -4.490], [3.963, 0.096, -2.023], [5.777, -1.531, -2.341], [5.265, -3.931, -2.584], [2.909, -4.690, -2.474], [1.109, -3.065, -2.113], [-2.339, 2.525, 3.163], [-2.119, 3.557, 2.275], [-1.461, 3.342, 1.227], [-2.724, 4.807, 2.530], [-3.400, 5.090, 3.709], [-3.944, 5.340, 4.698], [-2.693, 5.818, 1.566], [-2.718, 6.662, 0.781], [-1.728, 1.719, 3.055], [-2.631, 2.755, 4.099]], "mulliken_charge": [1.0962, -1.5420, -0.0386, 1.1870, -0.5506, -1.2529, -0.5220, 0.2306, 0.2614, -1.7048, -0.4076, 1.1034, -1.0285, -0.1411, -0.9832, -0.9757, -0.6495, 1.0590, 0.4330, 0.3815, 0.2523, 0.2651, -0.1380, 0.4086, 0.3835, 0.4756, 0.4167, -0.5403, 0.3565, 0.4642, 0.3238, 0.7347, 0.5642, 0.4538, 0.4857, -1.3700, 1.3484, -2.0164, -1.3583, 0.0486, 0.5301, 0.3080, 0.3663, 0.4902, 0.3802, 0.3531, 0.4063, 0.3691, 0.0797, 0.7389, -1.0495, 0.4456, 0.6078, -0.4681, -0.8300, -0.7265, -0.6913, 0.5375, -0.0705, -0.9193, -0.5174, -0.7862, -0.2639, 0.4952, -0.3206, -0.6065, -0.5678, -0.7755, -0.0558, -0.1659, 0.3999, 0.3539, 0.3735, 0.3288, 0.2499, 0.4870, 0.3684, 0.4004, 0.4366, 0.4331, 0.4036, 0.3532, 0.3941, 0.3549, -0.2089, 0.7969, -1.0028, 0.7137, -0.3233, -0.6537, 0.0086, -0.7434, -0.0560, 0.3242]}